Arrangement w

Formula: C4H6FNS
Source: the OMol25 dataset
Level of theory: the ωB97M-V functional and the def2-TZVPD basis

Positions of all 13 atoms, in Å:
F -1.405 -1.731 0.731
C -0.528 -0.696 0.901
C 0.764 -0.796 0.134
N 0.288 -0.566 -1.198
C -0.113 0.806 -0.829
C -0.931 0.679 0.406
S -1.850 1.817 1.111
H -0.109 -0.471 1.974
H 1.493 -1.804 0.588
H 1.361 0.245 0.457
H 1.120 -0.399 -1.676
H 0.725 1.562 -0.973
H -0.816 1.352 -1.627

Its orbital gap is 8.3 eV. Its LUMO energy is -0.77 eV. The structure (SMILES) is F[C@H]1CNCC1=S. Its total charge is 0.

Atom charges from the Mulliken analysis, given in e for atoms 1 to 6: -0.2767, 0.4258, -0.5875, -0.5095, -0.4648, -0.0863



Arrangement x

Formula: C4H6FNS
Source: the OMol25 dataset
Level of theory: the ωB97M-V functional and the def2-TZVPD basis

Positions of all 13 atoms, in Å:
F -1.185 1.920 0.028
C 0.169 1.654 -0.020
C 0.465 0.180 -0.109
S 2.008 -0.371 0.075
N -0.586 -0.589 -0.446
C -0.887 -1.927 0.004
C -1.840 -0.793 0.253
H 0.565 2.133 -0.921
H 0.642 2.061 0.873
H -0.291 -2.328 0.841
H -1.071 -2.649 -0.788
H -2.740 -0.707 -0.357
H -1.922 -0.418 1.259

Its orbital gap is 9.0 eV. Its LUMO energy is 0.30 eV. The structure (SMILES) is FCC(=S)N1CC1. Its total charge is 0.

Atom charges from the Mulliken analysis, given in e for atoms 1 to 6: -0.2840, -0.2093, 0.1349, -0.2973, -0.0825, -0.3802



Decreasing stability: arrangement x, arrangement w



Arrangement w

Formula: C2H4OS3
Source: the OMol25 dataset
Level of theory: the ωB97M-V functional and the def2-TZVPD basis

Positions of all 10 atoms, in Å:
C 3.152 -0.275 0.234
C -0.438 0.068 -0.211
O 3.509 0.525 -0.500
S -0.528 -0.316 1.622
S -1.331 1.755 -0.472
S -0.939 -1.254 -1.395
H 0.509 0.374 -0.429
H 0.570 -1.093 1.675
H -2.215 1.627 0.617
H -2.289 -1.412 -1.142

Its orbital gap is 9.6 eV. Its LUMO energy is 0.54 eV. Its total charge is 0.

Atom charges from the Mulliken analysis, given in e for atoms 1 to 6: 0.1680, -0.0323, -0.1581, -0.1073, -0.1564, -0.1480



Arrangement x

Formula: C2H4OS3
Source: the OMol25 dataset
Level of theory: the ωB97M-V functional and the def2-TZVPD basis

Positions of all 10 atoms, in Å:
C -1.755 -1.174 1.857
C 0.142 0.583 -0.590
O -1.927 -1.812 0.935
S 0.084 0.176 1.243
S -0.056 -0.874 -1.663
S 1.597 1.704 -0.942
H -0.695 1.259 -0.786
H -0.910 0.857 1.469
H 0.956 -1.783 -1.305
H 2.564 1.065 -0.219

Its orbital gap is 9.2 eV. Its LUMO energy is 0.40 eV. Its total charge is 0.

Atom charges from the Mulliken analysis, given in e for atoms 1 to 6: 0.0684, -0.2495, -0.1471, -0.0949, -0.1536, -0.1424



Decreasing stability: arrangement w, arrangement x



Arrangement w

Formula: C34H78N10O32
Source: the OMol25 dataset
Level of theory: the ωB97M-V functional and the def2-TZVPD basis

Positions of all 154 atoms, in Å:
C -3.500 7.289 -4.053
N -2.194 7.077 -3.351
O -1.721 8.037 -2.680
O -1.656 5.955 -3.483
H -4.203 7.691 -3.323
H -3.904 6.354 -4.441
H -3.344 8.070 -4.798
C -1.875 -4.368 1.136
N -0.755 -5.034 0.519
O 0.146 -4.453 -0.035
O -0.829 -6.206 0.667
H -1.721 -3.294 1.024
H -1.822 -4.698 2.173
H -2.773 -4.722 0.630
C -2.330 -3.664 6.428
N -3.307 -4.019 5.354
O -4.523 -3.998 5.554
O -2.768 -4.204 4.269
H -2.581 -2.622 6.629
H -1.302 -3.661 6.066
H -2.373 -4.344 7.279
C 4.734 0.074 3.766
N 4.342 1.292 2.928
O 4.286 1.262 1.700
O 4.265 2.303 3.555
H 4.505 0.207 4.824
H 5.818 -0.040 3.791
H 4.302 -0.845 3.370
C 0.533 -5.122 4.359
N 1.416 -5.505 3.221
O 2.132 -4.626 2.727
O 1.510 -6.695 2.920
H 1.060 -5.269 5.302
H -0.361 -5.744 4.313
H 0.129 -4.115 4.260
C -2.186 4.412 -0.531
N -3.595 4.266 -0.812
O -4.279 4.038 0.193
O -4.005 4.317 -2.002
H -1.663 4.794 -1.408
H -1.752 3.443 -0.285
H -2.018 5.095 0.301
C 2.335 -1.955 8.574
N 0.955 -2.418 8.143
O 0.715 -2.579 6.956
O 0.066 -2.496 8.935
H 3.028 -1.953 7.733
H 2.652 -2.593 9.399
H 2.383 -0.951 8.995
C 3.677 3.711 -0.931
N 2.183 3.877 -0.579
O 1.820 4.958 -0.107
O 1.379 2.978 -0.877
H 4.059 2.743 -0.608
H 4.396 4.424 -0.527
H 3.761 3.793 -2.015
C -5.039 2.538 3.075
N -5.533 1.239 3.626
O -4.919 0.771 4.559
O -6.600 0.884 3.212
H -5.079 3.330 3.823
H -5.623 2.709 2.172
H -4.007 2.428 2.741
C 3.252 -5.758 -0.622
N 2.767 -5.501 -2.002
O 2.549 -6.511 -2.707
O 2.526 -4.344 -2.398
H 2.779 -6.686 -0.302
H 3.079 -4.939 0.077
H 4.334 -5.871 -0.698
O -0.407 3.882 -6.373
C -0.276 2.937 -5.560
O -0.734 1.653 -5.726
C -1.388 1.445 -6.984
C -1.872 0.039 -6.855
C 0.360 3.197 -4.206
H -0.777 1.595 -7.874
H -2.183 2.191 -6.987
H -2.482 -0.282 -7.700
H -2.544 -0.055 -6.002
H -1.092 -0.703 -6.684
H 0.277 2.315 -3.570
H -0.259 3.867 -3.609
H 1.417 3.459 -4.223
O -1.529 1.289 1.188
C -1.148 0.105 1.091
O -1.416 -0.821 0.096
C -1.957 -0.269 -1.108
C -0.838 0.366 -1.908
C -0.325 -0.489 2.169
H -2.886 0.280 -0.954
H -2.251 -1.058 -1.800
H -0.343 -0.412 -2.488
H 0.003 0.803 -1.369
H -1.285 1.161 -2.506
H 0.534 -1.097 1.881
H -1.145 -1.060 2.605
H 0.058 0.204 2.918
O -6.193 -3.757 -1.603
C -5.152 -3.266 -1.991
O -4.860 -1.933 -2.124
C -5.767 -0.907 -2.168
C -6.328 -0.387 -0.859
C -3.872 -4.132 -1.989
H -6.640 -1.146 -2.776
H -5.327 -0.013 -2.608
H -5.492 -0.078 -0.231
H -6.794 -1.215 -0.326
H -6.998 0.468 -0.953
H -4.014 -5.043 -1.408
H -3.184 -3.473 -1.460
H -3.489 -4.408 -2.972
O 0.544 5.017 5.539
C 0.444 4.129 4.742
O 0.505 2.789 4.982
C 0.709 2.239 6.295
C 1.568 1.005 6.338
C -0.032 4.419 3.373
H -0.236 1.998 6.783
H 1.227 2.942 6.946
H 2.539 1.237 5.901
H 1.060 0.292 5.688
H 1.623 0.650 7.368
H -0.778 5.196 3.540
H -0.565 3.599 2.891
H 0.883 4.622 2.816
O 5.967 1.136 -2.198
C 5.619 0.028 -2.577
O 4.449 -0.615 -2.211
C 3.778 -0.280 -1.067
C 4.046 -1.388 -0.099
C 6.463 -0.786 -3.433
H 2.732 -0.001 -1.197
H 4.168 0.628 -0.608
H 3.299 -1.326 0.692
H 5.014 -1.102 0.315
H 4.070 -2.425 -0.433
H 7.000 -1.456 -2.761
H 7.218 -0.174 -3.927
H 5.954 -1.522 -4.055
O 2.873 1.740 -4.406
C 2.691 1.290 -5.546
O 2.524 -0.054 -5.879
C 2.587 -1.048 -4.899
C 1.522 -2.156 -5.230
C 2.903 2.109 -6.867
H 2.336 -0.637 -3.921
H 3.578 -1.499 -4.946
H 0.672 -1.717 -5.752
H 1.233 -2.808 -4.405
H 1.888 -2.829 -6.005
H 3.943 2.085 -7.191
H 2.605 3.135 -6.649
H 2.241 1.729 -7.645

Its orbital gap is 9.1 eV. Its LUMO energy is -0.86 eV. Its total charge is 0.

Atom charges from the Mulliken analysis, given in e for atoms 1 to 6: -0.7795, 0.7007, -0.5152, -0.3558, 0.3127, 0.2971



Arrangement x

Formula: C34H78N10O32
Source: the OMol25 dataset
Level of theory: the ωB97M-V functional and the def2-TZVPD basis

Positions of all 154 atoms, in Å:
C 2.085 1.304 -1.464
N 2.826 0.962 -2.725
O 3.219 -0.215 -2.916
O 2.941 1.748 -3.602
H 2.219 2.370 -1.283
H 2.446 0.862 -0.535
H 1.096 0.913 -1.702
C -2.367 -4.311 1.165
N -2.603 -2.811 1.013
O -3.555 -2.465 0.315
O -1.772 -2.031 1.450
H -2.908 -4.513 2.090
H -1.335 -4.616 1.334
H -2.839 -4.816 0.322
C -2.361 -1.161 3.760
N -3.550 -2.101 3.558
O -3.359 -3.256 3.178
O -4.652 -1.695 3.900
H -1.535 -1.830 4.000
H -2.574 -0.405 4.516
H -2.296 -0.655 2.796
C 0.966 -3.455 2.397
N 2.032 -3.260 1.348
O 1.549 -3.381 0.183
O 3.154 -2.974 1.737
H 0.335 -4.250 1.998
H 0.370 -2.542 2.409
H 1.403 -3.740 3.353
C -0.832 2.999 4.399
N -1.349 2.249 3.224
O -2.188 1.371 3.355
O -0.854 2.561 2.136
H -0.075 3.730 4.114
H -0.486 2.227 5.086
H -1.705 3.570 4.714
C -3.526 0.084 -0.111
N -3.395 0.662 -1.494
O -3.298 1.906 -1.599
O -3.534 -0.053 -2.458
H -3.582 -1.001 -0.027
H -4.399 0.486 0.403
H -2.619 0.365 0.424
C 1.018 -1.553 -3.664
N -0.455 -1.815 -3.897
O -0.716 -2.967 -4.170
O -1.246 -0.888 -3.788
H 1.526 -2.472 -3.958
H 1.213 -1.343 -2.612
H 1.361 -0.656 -4.178
C -4.400 1.194 3.529
N -4.228 0.858 2.124
O -4.952 1.349 1.291
O -3.321 0.085 1.854
H -3.932 2.156 3.734
H -3.964 0.364 4.086
H -5.472 1.256 3.712
C -1.788 3.436 -0.014
N -3.007 4.214 0.328
O -4.096 3.862 -0.031
O -2.873 5.270 0.919
H -1.071 3.377 0.805
H -1.377 3.894 -0.913
H -1.899 2.375 -0.237
C -1.642 4.405 -4.388
N -1.317 3.483 -3.275
O -0.305 3.694 -2.671
O -2.153 2.614 -2.999
H -0.816 4.507 -5.091
H -1.779 5.368 -3.896
H -2.615 4.197 -4.832
O 1.443 -0.842 -1.043
C 2.493 -1.281 -0.570
O 3.298 -2.200 -1.177
C 2.940 -2.710 -2.426
C 4.146 -2.829 -3.376
C 3.057 -0.685 0.676
H 2.089 -2.162 -2.830
H 2.646 -3.728 -2.171
H 4.988 -3.271 -2.843
H 4.383 -1.925 -3.938
H 3.868 -3.479 -4.205
H 3.598 -1.357 1.343
H 2.285 -0.204 1.275
H 3.759 0.062 0.305
O 0.053 -1.423 3.529
C 0.398 -0.664 4.397
O 1.304 -0.791 5.328
C 2.039 -2.013 5.312
C 3.092 -2.071 4.194
C -0.169 0.726 4.523
H 1.359 -2.865 5.324
H 2.657 -2.135 6.201
H 2.699 -1.808 3.212
H 3.515 -3.070 4.089
H 3.882 -1.354 4.416
H 0.531 1.535 4.728
H -1.002 0.845 5.217
H -0.752 1.060 3.664
O 0.114 2.027 -0.214
C -0.369 1.069 -0.807
O -0.465 -0.184 -0.354
C 0.150 -0.605 0.869
C -0.739 -0.015 1.988
C -0.752 1.184 -2.318
H 1.191 -0.379 1.100
H 0.113 -1.694 0.916
H -0.663 1.067 2.099
H -0.527 -0.449 2.965
H -1.766 -0.329 1.799
H -0.252 2.078 -2.691
H -1.831 1.328 -2.277
H -0.499 0.300 -2.903
O 1.930 2.082 4.190
C 2.308 1.590 3.085
O 2.555 2.265 2.001
C 2.532 3.675 2.081
C 1.195 4.213 1.638
C 2.515 0.152 2.926
H 3.324 3.970 1.393
H 2.816 4.174 3.008
H 1.293 5.297 1.574
H 0.420 3.939 2.353
H 0.829 3.817 0.691
H 2.763 -0.346 3.863
H 3.385 0.050 2.278
H 1.607 -0.270 2.493
O 0.177 0.381 -6.308
C 0.533 1.197 -5.438
O 1.693 1.824 -5.290
C 2.687 1.632 -6.301
C 3.952 2.452 -6.094
C -0.390 1.554 -4.267
H 2.256 1.925 -7.258
H 2.967 0.580 -6.240
H 4.597 1.912 -5.401
H 3.735 3.424 -5.652
H 4.483 2.555 -7.041
H -0.797 0.557 -4.103
H -1.289 2.081 -4.587
H 0.113 1.966 -3.392
O -0.987 -4.335 -0.466
C -0.292 -3.740 -1.246
O -0.576 -2.453 -1.677
C -1.742 -1.758 -1.300
C -2.983 -2.469 -1.870
C 0.982 -4.329 -1.826
H -1.668 -0.746 -1.698
H -1.838 -1.596 -0.226
H -2.905 -2.731 -2.925
H -3.807 -1.773 -1.716
H -3.367 -3.308 -1.289
H 1.706 -4.406 -1.014
H 1.357 -3.562 -2.502
H 0.838 -5.299 -2.301

Its orbital gap is 6.9 eV. Its LUMO energy is -1.21 eV. Its total charge is 0.

Atom charges from the Mulliken analysis, given in e for atoms 1 to 6: -0.2269, 1.0272, -0.5429, -0.5610, 0.6324, -0.4115



Decreasing stability: arrangement w, arrangement x



Arrangement w

Formula: C2H4N2O4
Source: the OMol25 dataset
Level of theory: the ωB97M-V functional and the def2-TZVPD basis

Positions of all 12 atoms, in Å:
C -0.916 -0.294 -0.719
C -0.118 -0.240 0.542
N 0.798 -1.066 1.157
O -1.512 -0.490 0.549
O 1.271 1.547 0.177
O -1.062 -1.273 -1.620
N -0.021 1.233 0.438
O -0.842 1.017 -1.089
H 1.295 2.517 0.155
H -1.473 -0.922 -2.423
H 1.686 -1.110 0.678
H 0.893 -0.918 2.153

Its orbital gap is 9.5 eV. Its LUMO energy is 0.35 eV. Its total charge is 0.

Atom charges from the Mulliken analysis, given in e for atoms 1 to 6: 0.9669, 0.0445, -0.4845, -0.4977, -0.3641, -0.4900



Arrangement x

Formula: C2H4N2O4
Source: the OMol25 dataset
Level of theory: the ωB97M-V functional and the def2-TZVPD basis

Positions of all 12 atoms, in Å:
N 1.121 0.048 1.335
C 0.661 -0.141 -0.002
O 1.607 -0.920 -0.720
O 0.227 1.025 -0.635
N -1.105 0.206 -1.093
O -2.292 0.864 -0.871
C -0.815 -0.748 -0.140
O -1.465 -1.565 0.462
H 0.451 0.528 1.927
H 1.394 -0.819 1.791
H 2.277 -0.261 -0.958
H -2.061 1.783 -1.095

Its orbital gap is 9.9 eV. Its LUMO energy is 0.09 eV. The structure (SMILES) is N[C@]1(O)ON(O)C1=O. Its total charge is 0.

Atom charges from the Mulliken analysis, given in e for atoms 1 to 6: -0.6047, 0.9002, -0.4910, -0.3834, 0.0163, -0.3383



Decreasing stability: arrangement x, arrangement w



Arrangement w

Formula: C4H3ClFNO
Source: the OMol25 dataset
Level of theory: the ωB97M-V functional and the def2-TZVPD basis

Positions of all 11 atoms, in Å:
N 2.493 -1.166 -0.365
C 1.536 -0.559 -0.572
C 0.321 0.184 -0.804
C -0.945 -0.285 -0.042
O -0.941 -1.403 0.747
C -0.288 0.989 0.321
F -0.880 2.142 -0.050
Cl 0.542 1.130 1.851
H 0.179 0.584 -1.784
H -1.876 -0.195 -0.598
H -0.142 -1.421 1.297

Its orbital gap is 11.4 eV. Its LUMO energy is 0.56 eV. The structure (SMILES) is N#C[C@H]1[C@@H](O)[C@@]1(F)Cl. Its total charge is 0.

Atom charges from the Mulliken analysis, given in e for atoms 1 to 6: -0.4141, 0.0694, -0.1835, -0.3885, -0.5156, 0.6799



Arrangement x

Formula: C4H3ClFNO
Source: the OMol25 dataset
Level of theory: the ωB97M-V functional and the def2-TZVPD basis

Positions of all 11 atoms, in Å:
C 0.148 -0.718 -1.607
C -1.026 -1.056 -0.961
C 0.018 0.385 0.194
C 0.308 1.394 1.129
N 0.803 0.127 -0.844
O -1.132 -0.318 0.103
F -0.487 1.578 2.100
Cl 1.636 -0.543 2.689
H 0.416 -1.165 -2.583
H -1.707 -1.840 -1.182
H 1.023 2.156 0.962

Its orbital gap (spin up / spin down) is 7.1 / 5.9 eV. Its LUMO energy (spin up / spin down) is -2.24 / -2.63 eV. Its total charge is 0.

Atom charges from the Mulliken analysis, given in e for atoms 1 to 6: -0.0978, -0.0455, 0.6725, -0.3292, -0.4475, -0.2833



Decreasing stability: arrangement w, arrangement x